Record 1
# C4H13NO2

A cluster of 2 separate species, C4H13NO2 in total (ωB97M-V/def2-TZVPD, OMol25).

Summary:
* frontier orbital gap: 10.181 eV
* HOMO: -0.3552 Eh
* DFT total energy: -9943.0689 eV
* SMILES: C[C@H](O)[C@@H](C)N.O
* E_LUMO: 0.51 eV
* strongest force on any atom: 1.97 eV Å⁻¹

ORCA input file:
```
! wB97M-V def2-TZVPD RIJCOSX def2/J DEFGRID3
* xyz 0 1
C 0.143 0.250 -2.434
C 0.289 0.808 -1.006
O 1.568 0.514 -0.452
C -0.827 0.507 -0.003
C -0.923 -0.960 0.347
N -0.811 1.397 1.168
H 0.488 0.916 -3.206
H -0.928 0.102 -2.497
H 0.700 -0.688 -2.519
H 0.383 1.915 -0.990
H 1.742 -0.356 -0.121
H -1.735 0.766 -0.585
H -1.652 -1.623 -0.134
H -1.133 -1.032 1.407
H -0.024 -1.552 0.145
H 0.147 1.590 1.474
H -1.043 0.843 1.992
O 0.868 -1.192 2.689
H 1.562 -1.827 2.476
H 1.186 -0.381 2.249
*
```

=====

Record 2
# C26H51INO13

A cluster of 6 separate species, C26H51INO13 in total (ωB97M-V/def2-TZVPD, OMol25).

Summary:
* frontier orbital gap: 4.140 eV
* HOMO: -0.0868 Eh
* DFT total energy: -63993.1223 eV
* E_LUMO: 1.78 eV
* strongest force on any atom: 3.06 eV Å⁻¹

ORCA input file:
```
! wB97M-V def2-TZVPD RIJCOSX def2/J DEFGRID3
* xyz -1 1
C 4.048 -0.949 2.911
N 3.619 -0.810 1.501
C 2.707 -1.892 1.069
C 1.295 -1.395 0.551
C 0.202 -1.782 1.580
O 0.651 -1.726 2.950
O -0.418 -2.199 3.736
C 1.310 0.174 0.350
C 1.040 1.014 1.629
O 1.848 1.421 2.335
I -1.034 1.572 2.204
H 4.721 -1.827 2.976
H 4.561 -0.005 3.167
H 3.143 -1.038 3.531
H 4.454 -0.856 0.924
H 3.185 -2.355 0.171
H 2.612 -2.711 1.808
H -0.745 -1.238 1.397
H -0.021 -2.855 1.373
H -1.200 -1.654 3.536
H 0.467 0.378 -0.345
H 2.221 0.536 -0.146
O 7.336 1.156 4.059
C 7.191 1.819 3.069
O 6.747 1.244 1.939
C 6.376 1.963 0.760
C 7.584 2.271 -0.102
C 7.586 3.277 3.047
H 5.803 2.856 1.014
H 5.699 1.308 0.213
H 8.298 2.912 0.418
H 7.280 2.770 -1.023
H 8.111 1.350 -0.358
H 8.661 3.350 2.884
H 7.339 3.712 4.013
H 7.064 3.866 2.296
O -4.225 -2.296 3.579
C -4.669 -2.082 2.480
O -4.114 -1.144 1.708
C -4.436 -0.922 0.329
C -5.654 -0.037 0.172
C -5.907 -2.798 1.992
H -4.534 -1.870 -0.200
H -3.570 -0.420 -0.096
H -6.546 -0.497 0.605
H -5.844 0.163 -0.880
H -5.502 0.910 0.692
H -6.788 -2.299 2.397
H -5.875 -3.823 2.359
H -5.987 -2.855 0.909
O -4.692 5.273 3.696
C -4.113 4.819 4.645
O -4.540 5.122 5.890
C -4.036 4.501 7.075
C -2.765 5.173 7.554
C -2.865 3.987 4.479
H -3.911 3.427 6.929
H -4.814 4.623 7.829
H -1.965 5.090 6.818
H -2.422 4.725 8.487
H -2.939 6.238 7.716
H -2.012 4.650 4.338
H -2.977 3.361 3.596
H -2.669 3.314 5.310
O -4.281 -0.795 -2.578
C -3.289 -1.401 -2.906
O -2.193 -1.301 -2.150
C -1.003 -2.095 -2.317
C -0.098 -1.503 -3.375
C -3.238 -2.191 -4.191
H -1.256 -3.139 -2.517
H -0.492 -2.079 -1.350
H -0.579 -1.482 -4.352
H 0.824 -2.081 -3.455
H 0.153 -0.471 -3.123
H -3.034 -1.509 -5.016
H -4.209 -2.662 -4.342
H -2.499 -2.989 -4.189
O -0.549 -0.682 -6.252
C -0.253 -1.313 -7.229
O -0.146 -2.653 -7.146
C 0.031 -3.512 -8.274
C 1.491 -3.614 -8.668
C 0.088 -0.622 -8.528
H -0.606 -3.201 -9.104
H -0.327 -4.493 -7.961
H 1.894 -2.647 -8.971
H 1.617 -4.315 -9.494
H 2.087 -3.956 -7.821
H 1.124 -0.285 -8.487
H -0.566 0.241 -8.637
H -0.059 -1.240 -9.411
*
```

=====

Record 3
# C7H12N2

An isolated molecule of C7H12N2 (ωB97M-V/def2-TZVPD, OMol25).

Summary:
* frontier orbital gap: 9.902 eV
* HOMO: -0.3331 Eh
* DFT total energy: -10431.0649 eV
* SMILES: [H]/N=C\[C@](C)(N)C(C)=C=C
* E_LUMO: 0.84 eV
* strongest force on any atom: 3.41 eV Å⁻¹

ORCA input file:
```
! wB97M-V def2-TZVPD RIJCOSX def2/J DEFGRID3
* xyz 0 1
H 0.541 1.987 1.973
N 1.231 2.047 1.219
C 1.006 1.248 0.261
C -0.446 0.605 -0.115
C -0.893 1.053 -1.501
N -1.454 0.911 0.867
C -0.078 -0.859 -0.027
C -1.065 -1.913 -0.412
C 1.145 -1.006 0.430
C 2.342 -1.488 0.676
H 1.697 1.292 -0.579
H -0.981 2.139 -1.527
H -1.856 0.603 -1.736
H -0.169 0.748 -2.253
H -1.612 1.912 0.929
H -1.206 0.560 1.785
H -0.711 -2.892 -0.094
H -2.032 -1.689 0.038
H -1.201 -1.927 -1.495
H 2.982 -1.863 -0.110
H 2.762 -1.466 1.671
*
```

=====

Record 4
# C20H21Br12FNO5S

A structure of composition C20H21Br12FNO5S (ωB97M-V/def2-TZVPD, OMol25).

Summary:
* frontier orbital gap: 5.091 eV
* HOMO: -0.3962 Eh
* DFT total energy: -886851.0233 eV
* E_LUMO: -5.69 eV
* strongest force on any atom: 7.38 eV Å⁻¹

ORCA input file:
```
! wB97M-V def2-TZVPD RIJCOSX def2/J DEFGRID3
* xyz 1 1
C -0.285 1.908 1.890
C -0.524 2.473 0.381
C 0.371 3.811 0.073
C 1.563 3.293 -0.902
C 2.409 2.092 -0.342
C 3.546 1.477 -1.201
C 4.343 0.218 -0.588
O 5.390 -0.140 -1.161
O 3.732 -0.403 0.547
S 4.607 -1.729 1.105
O 6.037 -1.438 1.433
O 4.425 -2.955 0.236
F 3.872 -2.136 2.580
C 3.838 2.112 -2.593
C 2.929 3.312 -3.044
N 1.840 3.834 -2.206
O -1.957 2.732 0.231
C -2.498 1.573 -0.502
C -4.106 1.474 -0.364
C -4.784 1.308 1.047
C -6.339 1.179 1.048
C -7.201 1.210 -0.264
C -6.496 1.387 -1.636
C -4.922 1.520 -1.688
H 0.433 2.550 2.508
H -1.308 1.935 2.415
H 0.056 0.817 1.777
H -0.277 1.676 -0.427
H 0.916 4.165 1.033
H -0.242 4.659 -0.385
H 2.203 1.646 0.704
H 4.668 1.720 -3.267
H 3.094 3.833 -4.061
H 1.261 4.615 -2.580
H -2.244 1.674 -1.622
H -2.097 0.571 -0.074
H -4.121 1.260 1.976
H -6.927 1.024 2.024
H -8.348 1.084 -0.254
H -7.029 1.431 -2.643
H -4.340 1.627 -2.682
C 1.895 -5.148 2.751
Br -0.021 -5.102 3.055
Br 2.889 -4.698 4.355
Br 2.468 -6.842 1.999
H 2.118 -4.380 2.012
C 0.196 -9.237 -0.876
Br -0.102 -11.027 -0.191
Br 0.633 -9.250 -2.766
Br -1.297 -8.060 -0.490
H 1.062 -8.835 -0.351
C -2.415 2.523 -5.739
Br -2.977 1.134 -6.968
Br -3.623 2.681 -4.227
Br -0.575 2.279 -5.167
H -2.457 3.466 -6.282
C 3.309 -0.892 6.034
Br 2.602 0.415 4.783
Br 5.249 -0.892 6.059
Br 2.564 -0.663 7.809
H 2.994 -1.873 5.680
*
```